Record 1
The following is a quantum chemistry calculation of a structure of composition C38H31N8O7RuS3Se, from OMol25.

Positions of all 89 atoms, in Å:
Ru 0.207 2.073 1.356
O 0.734 -1.138 1.235
S 1.605 -0.650 0.216
O 1.513 -1.195 -1.104
N 1.271 1.063 0.130
C 1.953 1.802 -0.839
C 2.904 1.349 -1.743
C 3.481 2.239 -2.658
C 3.124 3.563 -2.694
C 2.152 4.062 -1.796
C 1.713 5.403 -1.756
C 0.763 5.778 -0.847
C 0.245 4.821 0.039
N 0.638 3.562 0.011
C 1.582 3.172 -0.880
C 3.280 -0.678 0.748
C 4.111 -1.642 0.191
C 5.423 -1.722 0.630
C 5.886 -0.841 1.598
C 5.045 0.126 2.134
C 3.727 0.214 1.715
H 3.197 0.313 -1.771
H 4.220 1.862 -3.351
H 3.578 4.237 -3.410
H 2.137 6.124 -2.444
H 0.416 6.798 -0.777
H -0.479 5.085 0.798
H 3.734 -2.312 -0.571
H 6.083 -2.469 0.213
H 6.913 -0.904 1.933
H 5.414 0.820 2.877
H 3.085 0.993 2.108
S -5.931 -1.007 4.263
N -5.746 -0.071 2.964
C -4.454 0.186 2.864
C -3.835 0.991 1.831
C -4.529 1.596 0.784
C -3.832 2.310 -0.168
C -2.455 2.416 -0.059
N -1.783 1.843 0.943
C -2.453 1.138 1.886
C -1.655 0.517 2.926
N -0.323 0.709 2.852
C 0.453 0.192 3.791
C -0.058 -0.566 4.840
C -1.411 -0.798 4.910
C -2.238 -0.245 3.933
C -3.677 -0.414 3.887
N -4.397 -1.114 4.745
H -5.605 1.486 0.731
H -4.335 2.779 -1.001
H -1.864 2.936 -0.798
H 1.512 0.393 3.710
H 0.619 -0.961 5.583
H -1.846 -1.389 5.704
O 1.314 5.393 2.749
Se 1.023 3.929 3.317
O 1.831 2.751 2.345
O -0.502 3.390 2.767
O 1.256 3.617 4.858
C 0.625 -2.183 -4.496
C -0.783 -2.598 -4.905
C -1.857 -1.633 -4.417
N -1.967 -1.638 -2.961
C -1.506 -0.696 -2.146
S -0.861 0.771 -2.631
N -1.609 -0.924 -0.782
C -2.002 -2.017 -0.008
O -2.488 -1.816 1.083
C -1.713 -3.383 -0.521
C -0.471 -3.659 -1.089
C -0.186 -4.947 -1.513
C -1.142 -5.947 -1.385
C -2.377 -5.670 -0.814
C -2.661 -4.389 -0.367
H 1.361 -2.900 -4.859
H 0.726 -2.116 -3.412
H 0.874 -1.202 -4.904
H -1.007 -3.602 -4.531
H -0.856 -2.653 -5.994
H -2.833 -1.908 -4.819
H -1.638 -0.613 -4.726
H -2.292 -2.501 -2.549
H -1.473 -0.084 -0.241
H 0.265 -2.869 -1.183
H 0.781 -5.171 -1.943
H -0.921 -6.950 -1.726
H -3.115 -6.454 -0.711
H -3.610 -4.160 0.101

Results
**Frontier orbital gap (spin up / spin down)**: 5.39 / 5.44 eV
**Total charge**: +1
**LUMO (spin up / spin down)**: -5.47 / -5.42 eV



Record 2
The following is a quantum chemistry calculation of a structure of composition C38H32AsCl2CoNO4STe in a non-equilibrium geometry, from OMol25.

Positions of all 81 atoms, in Å:
Co -0.788 0.493 1.703
S -0.044 2.013 -0.027
C -0.543 1.448 -1.611
C -0.423 2.326 -2.695
C -0.830 1.948 -3.960
C -1.359 0.682 -4.173
C -1.470 -0.198 -3.108
C -1.072 0.167 -1.825
As -1.149 -1.068 -0.316
C -2.467 -2.304 -1.108
C -3.751 -1.792 -1.292
C -4.756 -2.565 -1.848
C -4.491 -3.873 -2.230
C -3.216 -4.390 -2.061
C -2.211 -3.615 -1.496
C 0.471 -2.085 -0.686
C 1.459 -1.642 -1.553
C 2.624 -2.377 -1.729
C 2.809 -3.566 -1.040
C 1.833 -4.008 -0.158
C 0.675 -3.269 0.022
H -0.012 3.312 -2.523
H -0.733 2.640 -4.788
H -1.685 0.382 -5.161
H -1.883 -1.185 -3.273
H -3.955 -0.765 -1.009
H -5.746 -2.145 -1.986
H -5.275 -4.486 -2.658
H -2.993 -5.403 -2.374
H -1.221 -4.033 -1.383
H 1.330 -0.704 -2.081
H 3.392 -2.016 -2.403
H 3.717 -4.139 -1.185
H 1.983 -4.922 0.404
H -0.068 -3.594 0.743
Cl -1.792 4.591 2.458
C -0.672 3.957 3.680
Cl 0.036 5.293 4.594
C 0.431 3.115 2.977
O 1.373 3.737 2.470
O 0.272 1.863 3.035
H -1.242 3.335 4.362
C 1.615 -2.366 3.585
C 0.865 -1.409 2.680
O -0.371 -1.265 2.864
O 1.485 -0.811 1.769
H 1.739 -1.894 4.561
H 2.594 -2.595 3.170
H 1.034 -3.278 3.718
C 4.288 0.390 -0.235
Te 2.853 1.526 0.959
C 3.943 3.109 -0.057
C 5.355 2.604 -0.044
C 6.462 3.430 0.100
C 7.738 2.888 0.188
C 7.911 1.513 0.142
C 6.809 0.681 -0.008
C 5.531 1.215 -0.113
H 3.945 0.346 -1.272
H 4.412 -0.630 0.125
H 3.841 4.069 0.441
H 3.564 3.203 -1.078
H 6.320 4.502 0.166
H 8.595 3.539 0.313
H 8.903 1.087 0.233
H 6.943 -0.395 -0.032
C -2.670 0.906 2.537
C -3.791 0.732 1.655
C -4.499 -0.491 1.587
C -5.648 -0.622 0.845
C -6.132 0.453 0.086
C -5.405 1.655 0.082
C -4.269 1.788 0.842
C -7.308 0.321 -0.696
N -8.259 0.213 -1.340
H -2.630 0.187 3.355
H -2.527 1.936 2.856
H -4.125 -1.336 2.154
H -6.187 -1.562 0.830
H -5.763 2.481 -0.520
H -3.717 2.720 0.841

Results
**Frontier orbital gap (spin up / spin down)**: 6.38 / 5.31 eV
**Total charge**: -1
**Multiplicity**: 5
**LUMO (spin up / spin down)**: 2.13 / 0.43 eV



Record 3
The following is a quantum chemistry calculation of a structure of composition C38H32NO5P2TeV in a non-equilibrium geometry, from OMol25.

Positions of all 80 atoms, in Å:
V -1.554 1.014 -0.171
O -4.163 0.505 -1.734
C -3.633 1.487 -1.239
O -2.493 2.020 -1.638
C -4.298 2.209 -0.047
C -3.507 3.466 0.305
C -4.219 4.341 1.335
C -3.931 3.595 2.657
C -3.268 2.336 2.131
O -2.410 2.864 1.074
C -4.274 1.463 1.347
C -3.806 0.006 1.461
O -4.536 -0.838 1.951
O -2.563 -0.165 1.140
H -5.331 2.402 -0.337
H -3.088 3.984 -0.549
H -3.813 5.352 1.342
H -5.285 4.409 1.112
H -3.234 4.154 3.281
H -4.823 3.375 3.242
H -2.649 1.787 2.835
H -5.266 1.520 1.794
Te 1.860 1.173 -1.979
C 3.789 0.446 -2.348
C 4.432 0.768 -3.539
C 5.715 0.291 -3.762
N 6.386 -0.477 -2.905
C 5.752 -0.786 -1.773
C 4.474 -0.357 -1.447
C 1.209 -0.316 -0.632
P -0.448 -0.865 -1.261
C -0.276 -1.320 -3.014
C -1.345 -1.042 -3.860
C -1.283 -1.405 -5.201
C -0.155 -2.036 -5.701
C 0.917 -2.309 -4.855
C 0.856 -1.955 -3.519
C -0.793 -2.525 -0.565
C -2.109 -2.917 -0.349
C -2.385 -4.188 0.134
C -1.349 -5.071 0.409
C -0.031 -4.683 0.199
C 0.241 -3.412 -0.287
P 0.620 0.490 0.926
C 1.823 1.761 1.449
C 1.502 3.108 1.331
C 2.420 4.088 1.682
C 3.675 3.732 2.153
C 4.005 2.388 2.281
C 3.082 1.413 1.937
C 0.810 -0.761 2.245
C -0.008 -0.695 3.368
C 0.125 -1.622 4.391
C 1.076 -2.631 4.296
C 1.888 -2.710 3.174
C 1.750 -1.781 2.151
H 3.951 1.371 -4.301
H 6.221 0.537 -4.691
H 6.297 -1.414 -1.074
H 4.008 -0.661 -0.517
H -2.221 -0.533 -3.469
H -2.118 -1.184 -5.856
H -0.104 -2.312 -6.747
H 1.804 -2.795 -5.245
H 1.697 -2.151 -2.863
H -2.918 -2.218 -0.527
H -3.413 -4.474 0.318
H -1.567 -6.058 0.800
H 0.782 -5.364 0.421
H 1.266 -3.095 -0.449
H 0.525 3.402 0.965
H 2.152 5.133 1.581
H 4.395 4.495 2.421
H 4.981 2.097 2.650
H 3.344 0.368 2.051
H -0.781 0.062 3.432
H -0.529 -1.572 5.253
H 1.172 -3.364 5.089
H 2.620 -3.503 3.083
H 2.357 -1.842 1.255

Results
**Frontier orbital gap (spin up / spin down)**: 6.76 / 6.79 eV
**Total charge**: -1
**Multiplicity**: 4
**LUMO (spin up / spin down)**: 2.33 / 2.32 eV